ORCA calculation (wB97M-V/def2-TZVPD) on a structure of composition H16NaO8 in a non-equilibrium geometry.

Calculated values
energy above the lowest of the compared OMol25 structures with the same formula, charge and spin: 147.5 kJ/mol
electronic energy: -21051.9095 eV
gap between HOMO and LUMO: 10.527 eV
E_LUMO: -3.69 eV

ORCA input file:
```
! wB97M-V def2-TZVPD RIJCOSX def2/J DEFGRID3
* xyz 1 1
Na -3.56558 -12.89882 -22.88325
O -3.85163 -11.04486 -24.21463
H -3.26927 -10.29525 -23.96101
H -3.29144 -11.24956 -24.98216
O -0.32443 -14.14861 -22.95505
H -0.34713 -13.69000 -23.73691
H -0.76991 -13.61646 -22.32045
O -5.76277 -13.57689 -21.81103
H -6.06159 -14.38092 -21.39304
H -6.42407 -13.20849 -22.44180
O -1.39334 -11.87022 -22.28922
H -0.92447 -11.56689 -23.09781
H -1.61069 -11.02006 -21.98966
O -3.04538 -15.14486 -23.79368
H -2.55388 -15.43670 -23.01223
H -3.89212 -15.44072 -23.47515
O -2.78863 -14.32258 -20.89889
H -3.64541 -14.69748 -20.59689
H -2.39856 -14.01000 -20.13255
O -4.16211 -11.05085 -21.41158
H -3.64692 -11.15328 -20.61800
H -3.99122 -10.13197 -21.62944
O -5.27469 -13.51065 -24.62498
H -5.70542 -12.66202 -24.63930
H -5.97645 -14.15328 -24.36979
*
```

natural (NBO) atomic charge list, values in e, 6 entries: 0.91, -0.94, 0.47, 0.48, -0.92, 0.45



ORCA calculation (wB97M-V/def2-TZVPD) on a cluster of 2 separate species, C8H16NO6 in total in a non-equilibrium geometry.

Calculated values
energy above the lowest of the compared OMol25 structures with the same formula, charge and spin: 159.5 kJ/mol
electronic energy: -22321.2541 eV
gap between HOMO and LUMO: 10.501 eV
E_LUMO: -2.99 eV

ORCA input file:
```
! wB97M-V def2-TZVPD RIJCOSX def2/J DEFGRID3
* xyz 1 1
C 0.63465 2.23192 3.19028
C 0.83846 2.77334 1.79529
C 0.05257 -1.84631 0.48227
C -1.28204 -2.06163 -0.19069
C -1.24065 -1.51425 -1.66374
C -0.60077 -0.05289 -1.66262
C 0.70601 -0.52060 0.10336
C -1.45148 1.06619 -0.88061
N 1.05459 -2.93559 0.30966
O 0.65110 0.05006 -1.02070
O 1.31286 2.25482 0.84713
O -2.24867 -1.24705 0.46459
O -0.35833 -2.31365 -2.46368
O 1.48665 -0.07335 0.99561
O -1.24721 1.19024 0.48074
H 0.35485 2.96354 4.03256
H -0.20901 1.65923 3.02510
H 0.01894 -1.73565 1.62004
H -1.40678 -3.10990 -0.39631
H -2.25228 -1.51498 -1.94811
H -0.71258 0.23694 -2.76126
H -2.56877 0.96892 -1.03326
H -1.09397 2.00567 -1.34146
H 1.51087 -2.81236 -0.57536
H 1.76859 -2.95494 1.00567
H 0.24768 3.78294 1.73467
H 1.91533 0.91973 0.98086
H -3.09415 -1.61608 0.84101
H -0.33406 -1.85674 -3.29451
H 1.45064 1.57854 3.63233
H -1.96915 0.85188 1.03363
*
```

natural (NBO) atomic charge list, values in e, 6 entries: -0.75, 0.53, -0.18, 0.06, 0.06, 0.03



ORCA calculation (wB97M-V/def2-TZVPD) on a structure of composition C3H4CsO3 in a non-equilibrium geometry.

Calculated values
energy above the lowest of the compared OMol25 structures with the same formula, charge and spin: 527.3 kJ/mol
electronic energy: -9855.1651 eV
gap between HOMO and LUMO (alpha / beta): 7.942 / 7.942 eV
E_LUMO (alpha / beta): -4.00 / -4.00 eV

ORCA input file:
```
! wB97M-V def2-TZVPD RIJCOSX def2/J DEFGRID3
* xyz 1 1
C 0.87665 -0.20110 -1.20909
O -0.27001 0.33475 0.96457
C -0.51070 -0.84985 0.58444
C 0.58572 1.10646 -0.53641
O 0.27437 -1.21698 -0.57011
O -1.45987 -1.55476 0.84732
H 0.72496 -0.24406 -2.29277
H -0.35303 1.51656 -0.93703
H 1.88384 0.43617 -0.46849
Cs -2.99257 -1.27076 4.42372
H 1.24064 1.94356 -0.80614
*
```

natural (NBO) atomic charge list, values in e, 6 entries: -0.05, -0.53, 0.97, -0.13, -0.51, -0.62



ORCA calculation (wB97M-V/def2-TZVPD) on an isolated molecule of CH3NO3 in a non-equilibrium geometry.

Calculated values
energy above the lowest of the compared OMol25 structures with the same formula, charge and spin: 245.8 kJ/mol
electronic energy: -8714.4192 eV
SMILES string: O=[N+]([O-])CO
gap between HOMO and LUMO: 10.922 eV
E_LUMO: -0.45 eV

ORCA input file:
```
! wB97M-V def2-TZVPD RIJCOSX def2/J DEFGRID3
* xyz 0 1
O -1.30629 -1.20698 0.00536
N -0.92432 -0.00715 0.04852
O -1.69793 0.92957 -0.08814
C 0.44207 0.33540 0.21022
O 1.24417 -0.76780 -0.14046
H 0.74920 1.33429 -0.39707
H 0.60376 0.70760 1.25809
H 0.88934 -1.32494 -0.89652
*
```

natural (NBO) atomic charge list, values in e, 6 entries: -0.38, 0.47, -0.35, 0.02, -0.71, 0.21



ORCA calculation (wB97M-V/def2-TZVPD) on a cluster of 2 separate species, C3H7PS in total in a non-equilibrium geometry.

Calculated values
energy above the lowest of the compared OMol25 structures with the same formula, charge and spin: 195.6 kJ/mol
electronic energy: -23345.9414 eV
gap between HOMO and LUMO: 8.655 eV
E_LUMO: 0.06 eV

ORCA input file:
```
! wB97M-V def2-TZVPD RIJCOSX def2/J DEFGRID3
* xyz 0 1
C 0.35797 0.15618 -0.11950
C -0.67701 -0.32899 0.93622
C -0.35882 0.84989 -1.25757
P 1.75976 -1.00361 -0.29319
S 1.90895 0.85304 0.59393
H -0.08882 -0.92421 1.60151
H -1.35370 -0.91882 0.44680
H -1.06721 0.59856 1.43551
H 0.12234 1.56983 -1.93842
H -1.31808 1.16117 -0.88180
H -0.81904 0.06098 -1.95546
H 1.53367 -2.07401 1.43195
*
```

natural (NBO) atomic charge list, values in e, 6 entries: -0.42, -0.62, -0.65, 0.54, -0.07, 0.23



ORCA calculation (wB97M-V/def2-TZVPD) on an isolated molecule of CH4S.

Calculated values
energy above the lowest of the compared OMol25 structures with the same formula, charge and spin: 1.2 kJ/mol
electronic energy: -11936.8774 eV
SMILES string: CS
gap between HOMO and LUMO: 10.155 eV
E_LUMO: 1.08 eV

ORCA input file:
```
! wB97M-V def2-TZVPD RIJCOSX def2/J DEFGRID3
* xyz 0 1
C -0.22822 0.40924 0.18932
S 1.19078 -0.56040 -0.40176
H -1.09423 0.14675 -0.40292
H -0.43113 0.25388 1.24112
H 0.03317 1.44572 0.00279
H 0.52963 -1.69520 -0.62854
*
```

Population analysis type natural (NBO), resulting atomic charges in e: -0.72, -0.05, 0.22, 0.21, 0.22, 0.12



ORCA calculation (wB97M-V/def2-TZVPD) on a cluster of 8 separate species, C24H60Cl2N7O8P2 in total.

Calculated values
electronic energy: -96294.7437 eV
gap between HOMO and LUMO: 5.764 eV
E_LUMO: 2.34 eV

ORCA input file:
```
! wB97M-V def2-TZVPD RIJCOSX def2/J DEFGRID3
* xyz -1 1
C -2.92867 -0.58713 1.23225
C -1.71724 -1.05975 0.46434
Cl -1.79446 -2.88380 0.35827
C -0.43423 -0.55474 1.09504
P 1.27154 -1.31005 0.64131
P 1.91439 0.72483 -0.49127
O 3.23781 0.12368 -1.27137
Cl 0.46161 0.63172 -2.07981
H -3.86516 -0.99603 0.85395
H -2.84924 -0.86623 2.28293
H -2.98180 0.49978 1.14949
H -1.77533 -0.70921 -0.56570
H -0.38104 0.50815 0.82383
H -0.52040 -0.59254 2.18638
H 0.72934 -1.89440 -0.60673
H 2.64447 -1.77719 0.25553
H 1.83767 -0.59706 1.83208
H 1.04227 -2.52178 1.38938
H 3.16444 -0.85037 -1.40250
C 3.69736 2.70695 -2.95738
O 2.83522 3.42237 -2.49269
N 4.71521 3.13427 -3.74952
C 5.70277 2.20202 -4.23533
C 4.79987 4.53861 -4.08215
H 3.72586 1.62696 -2.74997
H 6.71235 2.44927 -3.90329
H 5.71068 2.13952 -5.32841
H 5.44320 1.21722 -3.84467
H 4.89014 5.15424 -3.18516
H 3.90879 4.87472 -4.61593
H 5.67602 4.69421 -4.71047
C -0.59901 -4.38880 -5.27823
O -0.70632 -5.59884 -5.14773
N -1.02581 -3.47055 -4.40191
C -0.88269 -2.04622 -4.63332
C -1.65923 -3.89027 -3.16150
H -0.12557 -3.93833 -6.16924
H -0.27869 -1.58079 -3.85446
H -1.85883 -1.55745 -4.63968
H -0.39534 -1.89153 -5.59660
H -0.97695 -4.48873 -2.55798
H -2.54692 -4.49059 -3.36991
H -1.94533 -3.00319 -2.60453
C -2.31873 0.62368 4.29014
O -1.57680 1.39976 3.72661
N -3.56774 0.92492 4.71321
C -4.39585 -0.03916 5.39243
C -4.07976 2.25293 4.42979
H -2.02647 -0.41852 4.50736
H -5.31041 -0.25170 4.83270
H -4.67719 0.29990 6.39292
H -3.83733 -0.96931 5.49657
H -4.10475 2.43536 3.35407
H -3.45728 3.02169 4.89144
H -5.09189 2.32166 4.82676
C 0.26876 -1.65442 7.79277
O -0.68907 -1.76001 8.53846
N 0.75710 -0.47983 7.34828
C 1.89110 -0.39729 6.45280
C 0.08511 0.73809 7.76487
H 0.82504 -2.52627 7.41098
H 2.70948 0.17080 6.90056
H 1.62060 0.07104 5.50457
H 2.24573 -1.40532 6.24119
H 0.07908 0.84619 8.84975
H -0.95279 0.72017 7.42825
H 0.59551 1.58451 7.31071
C 8.33928 0.64152 -2.50193
O 8.86163 1.54325 -3.13234
N 8.22185 -0.62679 -2.94666
C 7.56163 -1.65349 -2.17177
C 8.76305 -0.94674 -4.25358
H 7.88668 0.79515 -1.50924
H 8.23845 -2.47907 -1.94023
H 6.69420 -2.05725 -2.69741
H 7.21355 -1.21970 -1.23539
H 9.83630 -0.75642 -4.29272
H 8.29431 -0.34265 -5.03161
H 8.57497 -1.99967 -4.45507
C -3.02234 3.14502 0.45869
O -4.08095 2.59967 0.71831
N -2.81176 4.47650 0.54599
C -1.52671 5.06099 0.23910
C -3.91234 5.31893 0.96445
H -2.13204 2.58263 0.13700
H -1.10371 5.57932 1.10284
H -1.59398 5.77201 -0.58805
H -0.83931 4.26629 -0.04810
H -4.26761 5.04267 1.95887
H -4.75933 5.23205 0.28190
H -3.56863 6.35202 0.98168
C -5.09057 -2.47995 -3.20149
O -4.10572 -1.82748 -2.92357
N -5.90756 -3.02710 -2.27244
C -7.05424 -3.82265 -2.62327
C -5.58345 -2.79089 -0.87393
H -5.39872 -2.70111 -4.23797
H -7.98360 -3.38523 -2.24826
H -6.97740 -4.83952 -2.22980
H -7.12127 -3.88449 -3.70982
H -5.60159 -1.72379 -0.64919
H -4.58393 -3.15248 -0.62882
H -6.32337 -3.30335 -0.26063
*
```

Mulliken atomic charge list, values in e, 6 entries: -0.41, 0.68, -0.28, -0.61, 0.16, -0.19



ORCA calculation (wB97M-V/def2-TZVPD) on a structure of composition C2H2N2O2 in a non-equilibrium geometry.

Calculated values
energy above the lowest of the compared OMol25 structures with the same formula, charge and spin: 593.7 kJ/mol
electronic energy: -9175.6329 eV
gap between HOMO and LUMO (alpha / beta): 8.397 / 8.393 eV
E_LUMO (alpha / beta): -0.63 / -0.64 eV

ORCA input file:
```
! wB97M-V def2-TZVPD RIJCOSX def2/J DEFGRID3
* xyz 0 1
C 0.42176 0.18312 -0.14090
O -0.78067 -0.58608 -0.08875
N 1.40507 -0.94595 0.73060
C -1.40631 0.46181 -0.62294
O 1.11546 -1.47832 1.73020
N -2.26887 1.12665 -1.03095
H 0.96742 0.18828 -1.08844
H 0.54614 1.05049 0.51118
*
```

natural (NBO) atomic charge list, values in e, 6 entries: -0.09, -0.43, 0.17, 0.46, -0.21, -0.34



Please write out number 3 again, unchanged.
ORCA calculation (wB97M-V/def2-TZVPD) on a structure of composition C3H4CsO3 in a non-equilibrium geometry.

Calculated values
energy above the lowest of the compared OMol25 structures with the same formula, charge and spin: 527.3 kJ/mol
electronic energy: -9855.1651 eV
gap between HOMO and LUMO (alpha / beta): 7.942 / 7.942 eV
E_LUMO (alpha / beta): -4.00 / -4.00 eV

ORCA input file:
```
! wB97M-V def2-TZVPD RIJCOSX def2/J DEFGRID3
* xyz 1 1
C 0.87665 -0.20110 -1.20909
O -0.27001 0.33475 0.96457
C -0.51070 -0.84985 0.58444
C 0.58572 1.10646 -0.53641
O 0.27437 -1.21698 -0.57011
O -1.45987 -1.55476 0.84732
H 0.72496 -0.24406 -2.29277
H -0.35303 1.51656 -0.93703
H 1.88384 0.43617 -0.46849
Cs -2.99257 -1.27076 4.42372
H 1.24064 1.94356 -0.80614
*
```

natural (NBO) atomic charge list, values in e, 6 entries: -0.05, -0.53, 0.97, -0.13, -0.51, -0.62



Look up the electronic energy of the second one.
-22321.2541 eV